No. 1
C16H19N3O2 in the gas phase in a non-equilibrium geometry, computed with ωB97M-V/def2-TZVPD.

Last column: natural (NBO) charge in e.
Cartesian coordinates (Å):
C (0.581, 3.235, 1.175)  -0.605
C (0.915, 3.140, -0.317)  -0.421
C (1.478, 1.797, -0.708)  -0.036
C (2.852, 1.629, -0.645)  -0.207
C (3.500, 0.462, -1.044)  -0.220
C (2.785, -0.594, -1.558)  -0.207
C (1.401, -0.471, -1.620)  0.024
C (0.389, -1.368, -2.092)  -0.265
C (0.593, -2.642, -2.631)  0.287
N (0.770, -3.686, -3.075)  -0.321
C (-0.809, -0.737, -1.895)  0.076
N (-0.621, 0.498, -1.352)  -0.348
C (-1.733, 1.178, -0.742)  -0.305
C (-2.173, 0.425, 0.527)  0.670
O (-3.330, 0.145, 0.747)  -0.616
N (-1.151, 0.133, 1.358)  -0.619
C (-1.291, -0.833, 2.422)  -0.261
C (-0.487, -2.100, 2.079)  -0.069
O (-0.700, -2.545, 0.765)  -0.542
C (-1.948, -3.162, 0.538)  -0.263
C (0.737, 0.698, -1.165)  0.095
H (1.457, 2.977, 1.767)  0.211
H (0.286, 4.251, 1.426)  0.214
H (-0.230, 2.567, 1.455)  0.204
H (1.674, 3.893, -0.540)  0.219
H (0.042, 3.388, -0.922)  0.203
H (3.451, 2.455, -0.287)  0.209
H (4.576, 0.405, -0.969)  0.217
H (3.266, -1.494, -1.910)  0.226
H (-1.800, -1.095, -2.103)  0.228
H (-1.480, 2.204, -0.483)  0.236
H (-2.582, 1.191, -1.432)  0.238
H (-0.205, 0.283, 1.032)  0.404
H (-0.927, -0.414, 3.365)  0.202
H (-2.357, -1.051, 2.516)  0.234
H (-0.721, -2.889, 2.808)  0.175
H (0.583, -1.878, 2.129)  0.186
H (-2.122, -3.969, 1.258)  0.169
H (-1.896, -3.579, -0.466)  0.200
H (-2.776, -2.448, 0.594)  0.180

* structure (SMILES): CCc1cccc2c(C#N)cn(CC(=O)NCCOC)c12

No. 2
C31H34FN5O4 in the gas phase, computed with ωB97M-V/def2-TZVPD.

Last column: natural (NBO) charge in e.
Cartesian coordinates (Å):
O (-0.854, -0.511, 2.553)  -0.614
C (0.163, -0.685, 1.915)  0.696
C (0.985, -1.952, 1.976)  -0.521
C (1.038, -2.705, 0.637)  -0.207
N (-0.116, -3.555, 0.426)  -0.442
C (-1.329, -2.812, 0.127)  -0.270
C (-2.501, -3.782, -0.023)  -0.074
O (-2.259, -4.739, -1.028)  -0.523
C (-1.085, -5.458, -0.738)  -0.072
C (0.123, -4.529, -0.625)  -0.247
N (0.678, 0.257, 1.066)  -0.652
C (0.018, 1.366, 0.530)  0.215
C (-1.367, 1.443, 0.511)  -0.231
C (-2.009, 2.495, -0.133)  -0.140
C (-3.493, 2.632, -0.186)  0.669
O (-4.038, 3.709, -0.313)  -0.601
N (-4.158, 1.440, -0.113)  -0.592
C (-5.529, 1.207, -0.120)  0.068
C (-6.497, 2.207, -0.131)  -0.176
C (-7.841, 1.876, -0.131)  -0.225
C (-8.249, 0.553, -0.121)  -0.215
C (-7.303, -0.459, -0.111)  -0.271
C (-5.969, -0.119, -0.112)  0.365
F (-5.031, -1.105, -0.108)  -0.338
C (-1.247, 3.479, -0.754)  -0.182
C (0.132, 3.417, -0.724)  -0.189
C (0.787, 2.379, -0.073)  0.109
N (2.195, 2.278, 0.006)  -0.484
C (2.736, 2.621, 1.314)  -0.215
C (4.205, 2.203, 1.436)  -0.230
C (5.028, 2.832, 0.317)  -0.404
C (4.397, 2.377, -0.993)  -0.258
C (2.953, 2.908, -1.054)  -0.204
C (4.344, 0.877, -1.095)  0.290
C (4.296, 0.275, -2.322)  -0.325
C (4.157, -1.121, -2.412)  -0.129
C (4.064, -1.867, -1.281)  -0.322
C (4.125, -1.266, 0.016)  0.603
O (4.063, -1.865, 1.082)  -0.661
N (4.254, 0.134, 0.031)  -0.395
C (4.389, 0.694, 1.368)  -0.220
H (0.553, -2.608, 2.731)  0.245
H (2.012, -1.715, 2.258)  0.254
H (1.174, -1.990, -0.199)  0.161
H (1.918, -3.350, 0.664)  0.222
H (-1.548, -2.136, 0.951)  0.223
H (-1.218, -2.225, -0.804)  0.162
H (-3.405, -3.247, -0.314)  0.200
H (-2.667, -4.288, 0.939)  0.167
H (-0.948, -6.170, -1.554)  0.191
H (-1.205, -6.003, 0.210)  0.166
H (1.009, -5.115, -0.371)  0.203
H (0.292, -4.036, -1.601)  0.164
H (1.604, 0.105, 0.687)  0.414
H (-1.921, 0.681, 1.035)  0.243
H (-3.595, 0.601, -0.064)  0.417
H (-6.182, 3.237, -0.140)  0.250
H (-8.577, 2.665, -0.139)  0.216
H (-9.299, 0.304, -0.120)  0.217
H (-7.584, -1.500, -0.104)  0.231
H (-1.753, 4.295, -1.246)  0.235
H (0.703, 4.199, -1.200)  0.208
H (2.141, 2.125, 2.083)  0.222
H (2.667, 3.709, 1.486)  0.180
H (4.566, 2.538, 2.413)  0.231
H (5.007, 3.921, 0.384)  0.217
H (6.068, 2.506, 0.379)  0.217
H (4.952, 2.772, -1.848)  0.235
H (2.495, 2.644, -2.010)  0.222
H (2.983, 4.006, -0.963)  0.177
H (4.364, 0.875, -3.214)  0.222
H (4.124, -1.589, -3.384)  0.221
H (3.958, -2.939, -1.307)  0.231
H (3.669, 0.180, 2.012)  0.234
H (5.386, 0.424, 1.739)  0.218

* structure (SMILES): O=C(CCN1CCOCC1)Nc1cc(C(=O)Nc2ccccc2F)ccc1N1C[C@@H]2C[C@H](C1)c1cccc(=O)n1C2

No. 3
C3H3O3Y as an isolated structure in a non-equilibrium geometry, computed with ωB97M-V/def2-TZVPD.

Last column: natural (NBO) charge in e.
Cartesian coordinates (Å):
O (-2.999, -0.433, 0.109)  -0.831
Y (-2.535, -1.805, 2.031)  2.889
O (-3.442, -1.078, -1.998)  -0.170
C (-3.201, -0.489, -1.045)  1.111
O (0.157, 1.003, 0.017)  -0.287
C (1.218, 1.030, 0.390)  0.989
H (3.013, 1.157, 0.883)  0.353
C (2.493, 0.476, 0.106)  -0.795
H (2.518, -0.573, 0.436)  0.345
H (2.777, 0.714, -0.930)  0.396

* total charge: +4

No. 4
C5H14N2 in the gas phase in a non-equilibrium geometry, computed with ωB97M-V/def2-TZVPD.

Last column: natural (NBO) charge in e.
Cartesian coordinates (Å):
C (1.368, 0.282, -1.223)  -0.613
C (0.568, -0.164, -0.008)  -0.045
C (-0.224, -1.429, -0.228)  -0.215
N (0.826, -2.577, -0.510)  -0.881
N (-0.552, 0.802, 0.258)  -0.474
C (-1.961, 0.553, 0.458)  -0.403
C (-0.113, 1.906, 1.093)  -0.404
H (1.809, 1.263, -1.058)  0.214
H (2.152, -0.447, -1.423)  0.207
H (0.732, 0.338, -2.104)  0.211
H (1.211, -0.272, 0.882)  0.177
H (-0.824, -1.412, -1.137)  0.202
H (-0.741, -1.788, 0.661)  0.207
H (1.304, -2.516, -1.403)  0.358
H (1.460, -2.725, 0.268)  0.354
H (-2.509, 1.496, 0.415)  0.202
H (-2.362, -0.063, -0.343)  0.202
H (-2.155, 0.110, 1.447)  0.159
H (-0.141, 1.642, 2.162)  0.158
H (0.901, 2.221, 0.855)  0.194
H (-0.750, 2.778, 0.937)  0.191

* structure (SMILES): C[C@H](CN)N(C)C

No. 5
C5H7NO in the gas phase in a non-equilibrium geometry, computed with ωB97M-V/def2-TZVPD.

Last column: natural (NBO) charge in e.
Cartesian coordinates (Å):
C (-0.147, 2.272, -0.402)  -0.413
C (-0.885, 1.125, -0.006)  -0.228
C (-0.372, -0.198, 0.196)  0.086
C (-1.002, -1.085, 1.010)  -0.354
N (0.940, -0.525, -0.346)  -0.628
C (1.520, -1.796, -0.419)  0.537
O (1.242, -2.645, 0.360)  -0.556
H (-0.713, 3.254, -0.342)  0.210
H (0.932, 2.382, -0.543)  0.205
H (-1.956, 1.370, 0.330)  0.233
H (-2.079, -0.559, 0.942)  0.180
H (-0.870, -2.000, 1.368)  0.225
H (1.006, 0.102, -1.121)  0.385
H (2.385, -1.695, -1.027)  0.117

* structure (SMILES): C=CC(=C)NC=O

No. 6
C21H30N2O3 as an isolated structure in a non-equilibrium geometry, computed with ωB97M-V/def2-TZVPD.

Last column: natural (NBO) charge in e.
Cartesian coordinates (Å):
C (-4.440, -1.702, 1.506)  -0.253
H (-5.395, -1.652, 1.144)  0.189
O (-3.517, -0.942, 0.468)  -0.498
C (-3.855, 0.248, 0.206)  0.232
C (-4.800, 0.892, 0.766)  -0.262
C (-5.037, 2.318, 0.638)  -0.292
C (-4.319, 2.840, -0.258)  -0.152
C (-3.335, 2.203, -1.231)  -0.214
C (-3.197, 0.870, -0.897)  -0.019
C (-2.130, -0.058, -1.571)  -0.226
N (-1.248, -0.446, -0.681)  -0.457
C (-1.196, -1.893, -0.813)  0.732
O (-1.753, -2.871, -1.548)  -0.641
C (-0.032, -2.526, 0.243)  -0.480
C (0.373, -1.730, 1.221)  -0.468
C (0.723, -0.381, 0.914)  -0.334
C (1.951, -0.663, -0.192)  0.714
O (1.627, -0.523, -1.354)  -0.649
N (3.282, -0.603, 0.145)  -0.456
C (3.584, -0.535, 1.695)  -0.169
H (2.726, -0.771, 2.153)  0.186
C (4.118, 0.884, 2.084)  -0.410
H (5.312, 0.863, 1.863)  0.180
C (3.628, 2.024, 1.295)  -0.431
C (4.564, 2.559, -0.307)  -0.233
H (4.298, 3.388, -0.417)  0.149
H (5.606, 2.336, 0.278)  0.159
C (4.594, 1.609, -1.302)  -0.413
C (5.139, 0.051, -0.907)  -0.390
H (5.831, -0.248, -1.825)  0.205
C (4.213, -0.918, -0.819)  -0.237
H (4.691, -1.961, -0.566)  0.168
H (3.707, -1.203, -1.682)  0.247
H (5.897, 0.032, -0.209)  0.206
H (5.055, 1.888, -2.075)  0.203
H (3.574, 1.493, -1.569)  0.204
H (2.712, 1.766, 0.588)  0.213
H (3.617, 2.857, 2.054)  0.217
H (4.030, 1.004, 3.007)  0.191
H (4.238, -1.239, 1.862)  0.189
C (-0.357, 0.193, 0.286)  -0.151
H (-1.237, 0.742, 1.149)  0.190
H (-0.225, 1.066, -0.479)  0.240
H (1.055, 0.178, 1.623)  0.231
H (1.097, -2.125, 1.824)  0.218
H (-0.292, -1.633, 2.031)  0.207
H (0.886, -2.977, -0.383)  0.232
H (-0.338, -3.698, 0.617)  0.244
H (-1.623, 0.685, -2.419)  0.162
H (-2.829, -0.765, -2.009)  0.275
H (-2.699, 2.664, -1.953)  0.223
H (-4.327, 4.051, -0.735)  0.173
H (-5.512, 3.065, 1.029)  0.235
H (-5.358, 0.568, 1.812)  0.203
H (-4.053, -2.811, 1.506)  0.221
H (-4.314, -1.216, 2.647)  0.199

no.,Kohn-Sham gap (eV),DFT total energy (a.u.)
1,8.94,-935.8472
2,8.74,-1876.3768
3,6.61,-378.0627
4,8.98,-308.3632
5,9.06,-324.6212
6,8.86,-1152.7695